Here is one molecule with the formula C4H8FNOS at a distorted geometry from the OMol25 dataset. Energies are from the ωB97M-V functional and the def2-TZVPD basis.

2S+1	1
SMILES	COCS/N=C/CF
gap between HOMO and LUMO	9.743	eV
maximum force	4.55	eV/Å
energy above the lowest of the compared OMol25 structures with the same formula, charge and spin	3.5618	eV
HOMO	-9.01	eV
energy	-21364.119	eV

Positions of all 16 atoms, in Å:
C1 2.98 0.43 0.80
C2 1.54 0.22 -1.06
C3 -2.06 -0.84 0.10
C4 -3.38 0.08 0.31
H1 3.54 1.28 1.18
H2 2.27 -0.03 1.54
H3 3.60 -0.56 0.27
H4 2.15 -0.39 -1.57
H5 0.89 0.69 -1.90
H6 -2.31 -1.99 0.21
H7 -3.24 0.20 1.41
H8 -4.28 -0.24 -0.16
N1 -1.03 -0.18 -0.24
O1 2.31 1.14 -0.25
F1 -3.40 1.33 -0.35
S1 0.40 -1.15 -0.30

Here is C18H55N3O9 as an isolated structure at a distorted geometry from the OMol25 dataset. Energies are from the ωB97M-V functional and the def2-TZVPD basis.

2S+1	1
gap between HOMO and LUMO	8.483	eV
maximum force	11.12	eV/Å
energy above the lowest of the compared OMol25 structures with the same formula, charge and spin	18.6891	eV
HOMO	-8.18	eV
energy	-42432.088	eV

Positions of all 85 atoms, in Å:
C1 19.67 -29.00 19.61
O1 20.29 -29.88 20.48
H1 20.25 -28.07 19.57
H2 19.71 -29.45 18.61
H3 18.68 -28.72 19.96
H4 21.20 -29.84 20.18
C2 21.59 -29.38 16.89
O2 21.95 -28.11 16.49
H5 22.48 -30.00 16.74
H6 21.43 -29.32 17.97
H7 20.71 -29.79 16.41
H8 21.76 -27.93 15.57
C3 22.71 -29.24 19.73
O3 21.94 -30.41 19.65
H9 23.18 -28.97 20.67
H10 23.58 -29.36 19.08
H11 22.19 -28.35 19.37
H12 22.26 -31.04 20.30
C4 22.78 -24.03 18.62
O4 23.75 -24.46 19.57
H13 22.70 -24.61 17.70
H14 21.87 -24.13 19.20
H15 22.80 -23.00 18.27
H16 24.14 -23.64 19.89
C5 25.43 -28.26 19.60
C6 24.39 -27.14 19.77
C7 24.60 -26.28 21.02
O5 24.65 -27.16 22.23
C8 24.78 -26.41 23.51
N1 24.46 -26.45 18.50
H17 25.33 -28.85 18.68
H18 25.45 -29.01 20.38
H19 26.36 -27.70 19.56
H20 23.40 -27.59 19.90
H21 23.65 -25.75 21.07
H22 25.53 -25.73 20.97
H23 25.70 -25.83 23.56
H24 24.91 -27.11 24.34
H25 23.93 -25.76 23.72
H26 24.12 -27.05 17.76
H27 23.78 -25.71 18.51
C9 16.22 -23.60 19.24
C10 15.80 -24.87 18.56
C11 16.98 -25.31 17.80
O6 16.66 -26.27 16.76
C12 17.49 -26.15 15.58
N2 15.27 -25.90 19.36
H28 16.33 -22.71 18.62
H29 16.94 -23.71 20.05
H30 15.26 -23.46 19.73
H31 15.04 -24.61 17.83
H32 17.64 -25.81 18.50
H33 17.20 -24.42 17.21
H34 17.33 -27.08 15.03
H35 18.55 -26.15 15.83
H36 17.01 -25.31 15.08
H37 15.22 -26.70 18.75
H38 15.82 -26.27 20.12
C13 21.09 -23.81 17.31
C14 20.26 -23.67 16.02
C15 18.70 -23.52 16.33
O7 17.78 -23.86 15.30
C16 16.59 -23.01 15.09
N3 20.72 -22.47 15.31
H39 20.78 -24.63 17.96
H40 21.22 -22.89 17.89
H41 22.16 -23.89 17.16
H42 20.50 -24.57 15.45
H43 18.47 -22.48 16.54
H44 18.43 -24.03 17.26
H45 16.77 -21.93 15.13
H46 15.90 -23.16 15.92
H47 15.99 -23.19 14.20
H48 20.40 -22.35 14.36
H49 20.30 -21.68 15.78
C17 20.63 -26.35 18.60
C18 19.42 -26.80 17.90
O8 19.65 -27.92 17.09
O9 21.58 -25.88 17.71
H50 21.12 -27.03 19.30
H51 20.42 -25.51 19.27
H52 19.07 -26.14 17.11
H53 18.60 -27.04 18.57
H54 20.58 -28.16 17.07
H55 22.40 -25.83 18.21

Here is one molecule with the formula C12H16N2O2S at a distorted geometry from the OMol25 dataset. Energies are from the ωB97M-V functional and the def2-TZVPD basis.

2S+1	1
SMILES	CC1=C(C)CC2(C(=O)NC(=S)NC2=O)[C@@H](C)C1
gap between HOMO and LUMO	7.716	eV
maximum force	6.74	eV/Å
energy above the lowest of the compared OMol25 structures with the same formula, charge and spin	2.3768	eV
HOMO	-8.16	eV
energy	-30612.764	eV

Positions of all 33 atoms, in Å:
O1 1.05 -0.31 -2.08
O2 -2.29 -1.68 1.09
S1 -2.70 -2.80 -3.39
C1 0.08 -0.94 -1.63
C2 -1.81 -1.57 -0.01
C3 -1.76 -2.53 -2.13
C4 -0.19 1.86 0.20
C5 1.19 1.53 0.62
N1 -0.46 -1.87 -2.40
N2 -2.30 -2.46 -0.90
C6 -0.73 3.24 0.24
C7 2.22 2.60 1.08
C8 1.01 -2.25 1.20
C9 -1.13 0.84 -0.33
C10 1.58 0.12 0.80
C11 -0.55 -0.63 -0.28
C12 0.47 -0.82 0.99
H1 -0.09 -1.93 -3.37
H2 -3.07 -3.16 -0.80
H3 -1.07 3.55 -0.79
H4 0.03 3.95 0.63
H5 -1.61 3.28 0.86
H6 1.76 3.43 1.58
H7 2.88 2.92 0.30
H8 2.90 2.20 1.92
H9 1.46 -2.29 2.16
H10 0.26 -3.06 1.29
H11 1.69 -2.59 0.44
H12 -1.95 0.97 0.33
H13 -1.45 1.10 -1.31
H14 2.36 -0.16 0.07
H15 2.16 -0.10 1.65
H16 0.03 -0.45 1.98

Here is one molecule with the formula CH2NOP at a distorted geometry from the OMol25 dataset. Energies are from the ωB97M-V functional and the def2-TZVPD basis.

2S+1	1
gap between HOMO and LUMO (spin up / spin down)	8.161 / 8.161	eV
maximum force	2.26	eV/Å
energy above the lowest of the compared OMol25 structures with the same formula, charge and spin	3.9321	eV
HOMO (spin up / spin down)	-9.13 / -9.13	eV
energy	-13891.440	eV

Positions of all 6 atoms, in Å:
C1 -0.30 -1.88 0.53
N1 -2.13 0.59 0.43
O1 -0.74 -2.57 1.30
P1 -0.74 0.21 0.08
H1 -0.45 -0.10 -1.18
H2 0.50 0.37 0.87